Molecular formula: C19H22FN4O5Pt
Method: DFT, wB97M-V/def2-TZVPD

Summary:
- HOMO-LUMO gap (alpha / beta): 3.802 / 3.800 eV
- Multiplicity: 1
- Energy: -42190.7631 eV
- E_HOMO (alpha / beta): -16.648 / -16.648 eV
- Relative energy (zero: lowest compared OMol25 entry of this formula, charge and spin): 22.7 kcal/mol
- Net charge: +3

Atoms and positions in Å:
Pt -3.250 4.020 0.432
N -3.556 4.706 2.600
C -3.188 6.051 2.820
C -2.687 6.760 1.356
O -2.520 7.923 1.454
O -2.584 5.908 0.425
H -4.550 4.519 2.727
H -2.985 4.037 3.108
H -2.302 6.169 3.439
H -4.006 6.688 3.144
F 2.906 1.429 0.022
C 1.773 0.722 -0.030
C 0.603 1.400 0.048
C -0.627 0.716 -0.016
C -1.876 1.400 0.100
O -1.807 2.679 0.405
C -3.030 0.657 -0.057
C -2.948 -0.714 -0.266
N -1.805 -1.373 -0.321
C -1.814 -2.826 -0.497
C -2.821 -3.457 -1.403
C -1.382 -3.407 -1.812
C -0.599 -0.682 -0.182
C 0.620 -1.361 -0.232
C 1.843 -0.700 -0.138
N 3.043 -1.375 -0.153
C 3.153 -2.788 0.185
C 3.805 -3.571 -0.948
N 5.034 -2.835 -1.457
C 5.460 -1.730 -0.532
C 4.342 -0.709 -0.367
C -4.372 1.254 -0.024
O -5.374 0.636 -0.199
O -4.428 2.596 0.169
H 0.629 2.474 0.158
H -3.861 -1.282 -0.379
H -1.548 -3.349 0.413
H -3.511 -2.829 -1.950
H -3.241 -4.400 -1.085
H -1.117 -2.718 -2.604
H -0.802 -4.320 -1.792
H 0.594 -2.427 -0.390
H 2.183 -3.231 0.384
H 3.726 -2.895 1.109
H 3.123 -3.692 -1.786
H 4.105 -4.557 -0.600
H 4.849 -2.446 -2.383
H 5.806 -3.492 -1.581
H 6.339 -1.241 -0.945
H 5.744 -2.192 0.410
H 4.286 -0.073 -1.250
H 4.625 -0.072 0.472

Force components x, y, z for each atom (eV/Å):
0.41 0.26 0.91
0.32 0.35 -0.31
0.14 -0.21 -0.20
-0.19 1.99 1.85
-0.04 -0.88 -0.60
0.14 -1.66 -1.17
-0.08 -0.13 -0.09
0.01 -0.22 -0.15
0.03 -0.18 -0.01
-0.14 -0.10 -0.17
-0.01 -0.01 0.06
0.02 0.00 -0.01
-0.11 0.00 -0.02
0.09 0.23 0.12
0.13 -0.58 0.12
0.19 1.00 0.04
0.02 0.17 0.05
0.01 -0.09 0.00
0.03 0.17 -0.01
0.04 -0.10 0.03
-0.09 -0.02 -0.07
0.06 0.01 -0.08
0.02 -0.04 -0.11
-0.08 -0.09 -0.02
0.12 -0.09 -0.01
-0.02 0.06 -0.10
0.09 0.11 0.00
-0.19 -0.08 0.10
0.03 0.00 0.03
-0.04 0.09 0.09
-0.06 0.02 0.06
0.17 -0.42 -0.25
-0.04 0.25 0.15
-1.18 0.16 -0.17
0.04 0.00 0.01
-0.01 -0.02 0.02
-0.01 0.07 0.05
0.04 0.02 0.00
0.01 0.02 0.04
-0.04 0.02 0.02
-0.02 0.00 0.03
-0.01 0.02 0.01
0.00 0.02 0.01
0.00 -0.03 0.01
0.06 0.03 -0.07
0.10 0.01 -0.04
-0.02 0.01 -0.02
0.01 -0.01 -0.02
0.02 -0.05 -0.06
0.00 -0.06 -0.01
0.01 -0.03 -0.04
0.01 -0.01 0.02


Molecular formula: C19H22FeNO
Method: DFT, wB97M-V/def2-TZVPD

Summary:
- HOMO-LUMO gap (alpha / beta): 1.700 / 7.944 eV
- Multiplicity: 5
- Energy: -57977.4669 eV
- E_HOMO (alpha / beta): 0.918 / -5.379 eV
- Relative energy (zero: lowest compared OMol25 entry of this formula, charge and spin): 0.0 kcal/mol
- Net charge: -1
- <S²>: 6.07

Atoms and positions in Å:
C -0.775 -4.525 -4.497
O 0.370 -4.354 -3.628
C 0.333 -3.343 -2.716
C 1.448 -3.217 -1.847
C 1.464 -2.243 -0.877
C 0.358 -1.343 -0.710
C 0.428 -0.272 0.221
C -0.785 0.488 0.567
C -1.848 0.140 1.526
C -2.826 1.196 1.513
C -2.395 2.200 0.566
C -1.159 1.769 -0.016
Fe -1.020 1.862 1.959
C 0.027 3.477 2.380
C 0.825 2.268 2.533
C 0.144 1.392 3.476
C -1.069 2.067 3.910
C -1.140 3.350 3.233
C -0.779 -1.541 -1.555
C -0.803 -2.507 -2.540
H -0.487 -5.342 -5.155
H -1.672 -4.794 -3.924
H -0.966 -3.614 -5.080
H 2.297 -3.884 -2.018
H 2.357 -2.103 -0.264
H 1.189 -0.365 1.006
H -1.885 -0.802 2.071
H -3.757 1.213 2.071
H -2.947 3.089 0.285
H -0.623 2.232 -0.836
H 0.314 4.350 1.799
H 1.820 2.096 2.137
H 0.528 0.443 3.848
H -1.746 1.704 4.678
H -1.879 4.123 3.416
H -1.626 -0.858 -1.477
H -1.667 -2.605 -3.206
C 3.377 0.926 -0.390
N 1.944 1.268 -0.350
H 4.023 1.676 0.095
H 3.517 -0.015 0.148
H 3.714 0.824 -1.432
H 1.577 1.563 -1.291
H 1.797 2.010 0.370

Force components x, y, z for each atom (eV/Å):
0.90 0.22 0.70
-0.56 -0.45 -0.95
-0.78 0.63 0.97
-0.48 -0.14 -0.80
-0.34 0.45 -0.04
0.02 -0.09 -0.39
-0.54 -1.70 1.31
-1.45 -0.32 -0.72
0.24 -1.01 -2.05
-0.36 0.16 -1.30
-1.65 -1.47 -2.03
-1.01 -0.67 -0.47
0.25 0.13 -0.80
0.04 0.22 1.64
-0.42 -0.11 2.01
1.44 1.88 1.92
1.51 0.53 0.55
1.83 0.82 1.58
0.39 0.47 0.15
0.94 -0.68 -0.36
-0.13 0.04 -0.03
0.17 0.06 -0.08
0.03 -0.17 0.08
-0.25 0.20 0.14
-0.33 -0.06 -0.12
-0.42 -0.10 -0.30
0.01 0.46 0.06
0.34 0.08 0.05
0.18 -0.02 0.23
0.02 0.17 0.39
-0.16 -0.34 -0.02
-0.27 -0.01 0.00
-0.30 0.24 -0.27
-0.02 -0.01 -0.42
-0.02 -0.30 -0.22
0.19 -0.18 0.16
0.32 0.08 0.39
-0.21 0.16 -0.24
0.43 1.92 -0.95
-0.26 -0.12 -0.10
0.21 -0.06 -0.10
-0.06 -0.18 0.31
0.71 -0.06 1.49
-0.11 -0.66 -1.37


Molecular formula: C19H22N2O3
Method: DFT, wB97M-V/def2-TZVPD

Summary:
- HOMO-LUMO gap: 8.614 eV
- SMILES string: CCOC(=O)N1CCN(C(=O)Cc2cccc3ccccc23)CC1
- Multiplicity: 1
- Energy: -29184.1624 eV
- E_HOMO: -8.106 eV
- Relative energy (zero: lowest compared OMol25 entry of this formula, charge and spin): 9.0 kcal/mol

Atoms and positions in Å:
C 7.186 0.710 -0.939
C 6.562 -0.649 -0.656
O 5.137 -0.582 -0.634
C 4.589 -0.147 0.525
O 5.216 0.113 1.524
N 3.244 -0.035 0.428
C 2.503 -0.443 -0.745
C 1.138 0.239 -0.768
N 0.380 -0.098 0.420
C -0.949 0.140 0.585
O -1.503 -0.079 1.641
C -1.671 0.693 -0.640
C -3.127 0.933 -0.351
C -3.585 2.216 -0.198
C -4.933 2.484 0.076
C -5.823 1.456 0.198
C -5.396 0.120 0.059
C -6.304 -0.952 0.191
C -5.885 -2.246 0.067
C -4.535 -2.521 -0.195
C -3.633 -1.505 -0.334
C -4.029 -0.155 -0.214
C 1.162 -0.499 1.577
C 2.466 0.282 1.611
H 8.265 0.609 -1.008
H 6.948 1.398 -0.131
H 6.805 1.115 -1.874
H 6.915 -1.031 0.307
H 6.795 -1.363 -1.449
H 2.372 -1.533 -0.759
H 3.069 -0.162 -1.635
H 1.280 1.326 -0.839
H 0.604 -0.094 -1.662
H -1.194 1.634 -0.924
H -1.560 -0.007 -1.472
H -2.897 3.045 -0.291
H -5.256 3.508 0.189
H -6.865 1.650 0.408
H -7.341 -0.727 0.398
H -6.585 -3.062 0.173
H -4.212 -3.549 -0.284
H -2.597 -1.743 -0.522
H 0.558 -0.296 2.464
H 1.369 -1.575 1.540
H 3.061 0.023 2.490
H 2.256 1.358 1.645

Force components x, y, z for each atom (eV/Å):
-0.32 -0.27 0.09
0.51 0.07 0.13
-0.31 0.03 0.01
-0.10 0.01 -0.17
0.36 0.05 0.26
-0.06 0.00 -0.13
-0.09 -0.08 -0.34
0.11 0.12 -0.34
0.19 -0.17 0.13
0.19 -0.02 -0.25
-0.30 0.03 0.16
-0.28 -0.02 0.28
0.11 0.33 -0.03
0.26 -0.27 -0.11
-0.35 -0.05 0.08
0.06 0.27 0.01
0.30 -0.07 -0.07
-0.06 -0.21 0.01
-0.25 0.14 0.06
0.29 0.01 -0.09
-0.02 -0.19 -0.01
-0.36 0.11 0.03
0.05 0.05 0.33
0.00 0.00 0.28
0.14 0.02 -0.02
0.03 0.07 0.04
0.02 0.05 -0.10
-0.05 -0.02 -0.20
-0.03 0.05 0.12
-0.02 0.08 -0.09
-0.18 -0.07 0.07
0.02 -0.08 -0.09
0.10 0.08 0.05
0.01 -0.06 -0.09
0.10 0.06 -0.04
0.10 0.03 -0.02
-0.06 0.06 0.01
-0.09 0.03 0.02
-0.09 0.01 0.02
-0.07 -0.03 0.01
0.06 -0.05 -0.01
0.10 -0.04 -0.01
0.16 -0.07 -0.11
0.00 0.06 0.09
-0.13 0.05 -0.08
-0.01 -0.08 0.10


Molecular formula: C19H22N2O4S
Method: DFT, wB97M-V/def2-TZVPD

Summary:
- HOMO-LUMO gap: 9.069 eV
- SMILES string: C=CCN1C(=O)CSc2ccc(C(=O)N3CCC4(CC3)OCCO4)cc21
- Multiplicity: 1
- Energy: -42065.7776 eV
- E_HOMO: -8.453 eV
- Relative energy (zero: lowest compared OMol25 entry of this formula, charge and spin): 29.5 kcal/mol

Atoms and positions in Å:
C 2.238 3.604 0.427
C 2.147 2.388 -0.076
C 3.084 1.852 -1.116
N 3.784 0.658 -0.648
C 5.141 0.738 -0.536
O 5.764 1.746 -0.790
C 5.828 -0.535 -0.098
S 5.082 -1.108 1.453
C 3.468 -1.309 0.773
C 2.652 -2.328 1.242
C 1.398 -2.530 0.702
C 0.970 -1.724 -0.348
C -0.335 -1.979 -1.042
O -0.366 -2.408 -2.181
N -1.452 -1.740 -0.316
C -1.497 -1.011 0.928
C -2.077 0.386 0.698
C -3.474 0.278 0.066
C -3.393 -0.558 -1.221
C -2.752 -1.913 -0.928
O -3.987 1.563 -0.250
C -5.069 1.839 0.612
C -5.548 0.444 1.017
O -4.356 -0.308 1.008
C 1.788 -0.711 -0.822
C 3.033 -0.457 -0.251
H 1.549 3.966 1.171
H 3.006 4.291 0.109
H 1.376 1.707 0.260
H 2.544 1.623 -2.041
H 3.858 2.588 -1.340
H 5.717 -1.325 -0.844
H 6.881 -0.335 0.085
H 3.017 -2.957 2.039
H 0.764 -3.321 1.071
H -2.148 -1.550 1.624
H -0.497 -0.938 1.356
H -2.153 0.918 1.647
H -1.443 0.961 0.021
H -4.397 -0.698 -1.622
H -2.803 -0.003 -1.950
H -3.389 -2.475 -0.238
H -2.614 -2.479 -1.851
H -4.724 2.408 1.486
H -5.810 2.418 0.061
H -6.262 0.045 0.284
H -5.977 0.396 2.017
H 1.437 -0.117 -1.651

Force components x, y, z for each atom (eV/Å):
-0.05 0.10 0.04
0.05 -0.19 -0.11
-0.06 0.33 -0.15
-0.23 0.15 -0.13
0.56 -0.21 0.05
0.16 0.10 -0.03
-0.07 -0.16 0.28
-0.04 0.14 -0.15
0.28 0.08 0.00
-0.03 0.09 -0.10
-0.06 0.10 -0.10
0.33 -0.06 -0.02
0.06 -0.07 0.17
0.11 0.01 -0.30
-0.12 -0.13 0.04
0.10 0.42 0.30
-0.46 -0.17 0.02
0.62 -0.05 -0.39
-0.10 0.06 0.48
-0.20 -0.08 -0.41
0.11 -0.16 -0.16
-0.15 -0.09 0.40
-0.30 0.33 -0.24
0.31 -0.10 0.07
-0.04 -0.08 -0.01
-0.24 -0.49 0.26
-0.16 0.02 0.14
0.20 0.11 -0.09
-0.14 0.02 0.11
0.10 0.03 0.04
-0.19 -0.15 -0.03
0.04 0.08 -0.03
-0.10 0.07 -0.08
0.04 -0.14 0.06
-0.09 -0.09 0.05
0.13 0.00 0.03
-0.19 -0.05 0.01
-0.04 0.07 0.01
0.06 0.00 -0.02
-0.05 0.04 -0.02
0.02 -0.01 -0.06
0.03 -0.02 -0.07
-0.08 0.02 0.18
-0.09 -0.03 -0.08
-0.01 -0.02 0.08
0.03 0.04 0.10
-0.04 0.03 -0.07
-0.03 0.10 -0.10


Molecular formula: C19H22N2O5
Method: DFT, wB97M-V/def2-TZVPD

Summary:
- HOMO-LUMO gap: 8.551 eV
- SMILES string: CCOC(=O)C1CCN(C(=O)Cc2c(C(=O)O)[nH]c3ccccc23)CC1
- Multiplicity: 1
- Energy: -33279.9836 eV
- E_HOMO: -8.069 eV
- Relative energy (zero: lowest compared OMol25 entry of this formula, charge and spin): 3.7 kcal/mol

Atoms and positions in Å:
C -7.725 -1.225 0.415
C -6.912 -0.875 -0.823
O -5.849 0.030 -0.511
C -4.721 -0.496 -0.028
O -4.546 -1.671 0.159
C -3.681 0.585 0.201
C -2.707 0.177 1.305
C -1.582 1.208 1.423
N -0.903 1.355 0.159
C 0.341 0.920 -0.161
O 0.774 1.006 -1.292
C 1.167 0.342 0.992
C 2.527 -0.021 0.510
C 3.516 0.857 0.109
C 3.571 2.307 0.072
O 4.512 2.931 -0.367
O 2.493 2.920 0.595
N 4.608 0.147 -0.334
C 4.347 -1.179 -0.241
C 5.132 -2.282 -0.565
C 4.593 -3.531 -0.359
C 3.302 -3.694 0.159
C 2.520 -2.612 0.485
C 3.037 -1.328 0.288
C -1.784 1.807 -0.898
C -2.912 0.798 -1.112
H -8.110 -0.321 0.881
H -8.558 -1.863 0.134
H -7.100 -1.755 1.130
H -7.522 -0.351 -1.561
H -6.484 -1.781 -1.264
H -4.199 1.512 0.466
H -2.292 -0.802 1.060
H -3.232 0.092 2.258
H -2.012 2.181 1.693
H -0.887 0.917 2.207
H 0.667 -0.544 1.384
H 1.242 1.099 1.775
H 2.599 3.878 0.491
H 5.435 0.589 -0.702
H 6.126 -2.156 -0.967
H 5.174 -4.409 -0.601
H 2.921 -4.694 0.302
H 1.525 -2.751 0.881
H -2.198 2.783 -0.623
H -1.186 1.910 -1.805
H -2.484 -0.153 -1.436
H -3.588 1.157 -1.889

Force components x, y, z for each atom (eV/Å):
0.32 0.17 -0.20
-0.28 -0.45 -0.01
-0.14 0.33 -0.06
0.29 0.30 0.19
-0.03 -0.18 0.01
0.05 -0.41 -0.05
-0.06 0.23 -0.01
-0.11 -0.29 0.27
-0.30 0.26 -0.08
0.01 0.01 0.28
0.17 -0.10 -0.22
0.18 0.09 -0.30
0.36 0.62 -0.06
-0.47 -0.64 0.32
0.41 0.64 -0.16
-0.11 -0.18 0.02
-0.34 -0.12 0.13
0.15 0.41 -0.11
-0.47 -0.29 0.19
0.12 -0.12 -0.05
0.18 0.13 -0.07
-0.24 -0.12 0.10
0.05 -0.02 -0.03
0.45 0.04 -0.15
0.01 -0.11 -0.46
0.00 0.29 0.12
-0.08 0.06 0.04
-0.11 -0.07 -0.01
0.00 -0.06 0.06
0.11 -0.07 0.06
-0.09 0.17 -0.01
0.02 -0.02 -0.01
0.02 -0.02 0.05
0.00 -0.05 0.04
0.08 -0.04 0.07
-0.01 0.08 -0.03
-0.04 0.05 0.12
-0.13 -0.13 0.06
0.20 -0.18 -0.07
-0.05 -0.03 0.03
0.11 -0.02 -0.04
0.07 -0.05 -0.03
-0.05 -0.07 0.02
-0.11 -0.04 0.04
0.01 0.00 -0.02
-0.12 0.08 0.14
0.01 -0.03 -0.04
-0.01 -0.02 -0.05


> What is the formula in the first record?

C19H22FN4O5Pt


> What is the formula in the first record?

C19H22FN4O5Pt


> Which value of energy does entry 3 give?

-29184.1624 eV